*a*
# C6H18N3

A cluster of 2 separate species, C6H18N3 in total (ωB97M-V with the def2-TZVPD basis set, the OMol25 dataset).

Geometry as ORCA input:
```
! RIJCOSX wB97M-V def2-TZVPD def2/J DEFGRID3
* xyz 1 1
C 2.98 1.45 -1.34
C -1.71 -1.24 -0.77
C -2.62 1.01 -0.25
C 2.03 0.82 -0.24
C -1.67 -0.05 0.16
C 0.62 0.58 -0.51
N 0.42 -2.43 1.30
N -0.28 0.50 0.41
N -0.06 0.69 1.71
H 2.72 2.53 -1.61
H 3.15 0.92 -2.29
H 3.98 1.52 -0.99
H -1.45 -1.02 -1.83
H -1.17 -2.10 -0.39
H -2.76 -1.71 -0.79
H -2.29 1.49 -1.17
H -2.89 1.69 0.46
H -3.55 0.44 -0.61
H 2.47 -0.14 -0.13
H 2.19 1.52 0.64
H -2.02 -0.51 1.12
H 0.24 0.23 -1.45
H -0.43 -2.85 1.48
H 0.89 -2.93 0.59
H 0.93 -2.42 2.25
H 0.95 0.63 1.95
H -0.65 1.39 2.27
*
```

Properties
LUMO = -3.6 eV
Frontier orbital gap = 10.0 eV



*b*
# C6H18N3

A cluster of 2 separate species, C6H18N3 in total (ωB97M-V with the def2-TZVPD basis set, the OMol25 dataset).

Geometry as ORCA input:
```
! RIJCOSX wB97M-V def2-TZVPD def2/J DEFGRID3
* xyz 1 1
C -1.87 0.59 -0.65
C -2.06 -0.93 -0.86
C -2.26 1.40 -1.92
C -2.63 1.03 0.58
H -0.78 0.70 -0.53
H -1.67 -1.25 -1.83
H -3.11 -1.20 -0.87
H -2.51 0.65 -2.69
H -3.13 2.03 -1.75
H -1.44 2.04 -2.21
H -2.37 2.04 0.91
H -3.70 1.16 0.36
H -2.60 0.34 1.42
H -1.63 -1.41 0.03
C 2.71 0.86 -0.56
C 1.65 -0.78 0.93
N 2.27 0.38 0.74
N 1.58 -1.67 -0.06
N 0.95 -1.01 2.04
H 2.14 1.05 1.48
H 1.99 -1.47 -0.96
H 0.86 -2.37 -0.01
H 0.96 -0.42 2.86
H 0.18 -1.66 2.03
H 2.92 1.92 -0.50
H 1.91 0.73 -1.29
H 3.66 0.45 -0.91
*
```

Properties
LUMO = -3.0 eV
Frontier orbital gap = 11.0 eV



*c*
# C6H18N3

A cluster of 2 separate species, C6H18N3 in total (ωB97M-V with the def2-TZVPD basis set, the OMol25 dataset).

Geometry as ORCA input:
```
! RIJCOSX wB97M-V def2-TZVPD def2/J DEFGRID3
* xyz 1 1
C -1.48 -0.36 0.53
C -1.02 -1.83 0.45
C -2.26 0.06 -0.71
C -2.02 -0.03 1.98
H -0.48 0.12 0.52
H -0.64 -2.28 1.39
H -0.06 -1.83 -0.08
H -3.22 -0.45 -0.66
H -2.48 1.12 -0.66
H -1.66 -0.16 -1.59
H -3.03 0.37 2.06
H -1.85 -0.94 2.55
H -1.40 0.80 2.33
H -1.79 -2.60 0.34
C 2.33 -0.98 -1.44
C 1.63 1.18 -0.39
N 1.60 0.29 -1.38
N 1.92 1.00 0.88
N 1.17 2.39 -0.82
H 0.78 0.31 -1.97
H 1.75 0.12 1.35
H 2.42 1.75 1.35
H 1.61 2.94 -1.53
H 0.77 2.99 -0.12
H 1.69 -1.77 -1.04
H 3.26 -0.97 -0.88
H 2.46 -1.26 -2.48
*
```

Properties
LUMO = -3.4 eV
Frontier orbital gap = 10.6 eV



Short version: *a* is the least stable of them.



*a*
# C4H9NO2

The ion C4H9NO2 with charge -1 (ωB97M-V with the def2-TZVPD basis set, the OMol25 dataset).

Geometry as ORCA input:
```
! RIJCOSX wB97M-V def2-TZVPD def2/J DEFGRID3
* xyz -1 2
C -0.19 -0.47 -0.47
C 0.62 0.37 -1.47
C 2.07 0.25 -1.06
O 2.39 -0.47 -0.03
N -0.05 -0.05 0.91
C -1.13 -0.02 1.80
O -2.20 0.86 1.38
H -1.24 -0.55 -0.78
H -0.20 -1.59 -0.63
H 0.20 1.41 -1.56
H 0.52 -0.07 -2.49
H 2.88 0.27 -1.84
H 0.93 -0.33 1.10
H -1.70 -0.98 1.97
H -0.75 0.40 2.73
H -2.16 0.94 0.43
*
```

Properties
LUMO (spin up / spin down) = 3.9 / 3.9 eV
Frontier orbital gap (spin up / spin down) = 4.0 / 7.2 eV



*b*
# C4H9NO2

The ion C4H9NO2 with charge -1 (ωB97M-V with the def2-TZVPD basis set, the OMol25 dataset).

Geometry as ORCA input:
```
! RIJCOSX wB97M-V def2-TZVPD def2/J DEFGRID3
* xyz -1 2
O 0.42 -0.05 -2.08
C 0.88 0.79 -0.90
C 0.47 0.15 0.36
C 1.39 -0.94 0.87
N -0.82 0.29 0.94
C -2.02 0.19 0.09
O -3.16 0.46 0.75
H 0.42 1.80 -1.08
H 1.96 0.87 -1.10
H 1.29 -1.13 1.94
H 2.42 -0.65 0.61
H 1.40 -1.99 0.53
H -0.94 1.03 1.62
H -2.00 -0.90 -0.22
H -1.86 0.79 -0.88
H 0.13 -0.73 -1.46
*
```

Properties
LUMO (spin up / spin down) = 3.8 / 3.5 eV
Frontier orbital gap (spin up / spin down) = 6.2 / 6.0 eV



Short version: *b* is the least stable of them.